Here is a molecular structure, C31H39ClIIrN4OP in a non-equilibrium geometry from the OMol25 dataset. Energies are from ωB97M-V/def2-TZVPD.

Element x y z (Å)
Ir 0.15536 0.37627 -0.25515
C 0.86876 1.87607 -3.15355
N 1.18786 0.59947 -2.53165
C 2.60836 0.30447 -2.71425
C 0.35246 -0.50863 -2.86375
C -0.44724 -0.57583 -3.99185
C -1.25164 -1.68383 -4.21795
C -1.30384 -2.71623 -3.29065
C -0.51254 -2.67773 -2.15975
C 0.35956 -1.60183 -1.93635
N 1.20196 -1.49593 -0.84155
C 1.96426 -2.49803 -0.37925
C 2.08746 -3.71853 -1.09875
C 2.64776 -4.83433 -0.53795
C 3.14466 -4.77953 0.76895
C 3.18096 -3.58143 1.43945
C 2.69586 -2.39313 0.86505
N 2.95236 -1.19523 1.46805
C 3.27096 -0.02263 0.68515
C 3.39656 -1.14953 2.83985
H 1.43146 2.65637 -2.64455
H 1.15016 1.90307 -4.20935
H -0.19224 2.08847 -3.05815
H 2.85646 0.27357 -3.78075
H 2.85726 -0.66153 -2.28455
H 3.20556 1.08057 -2.24155
H -0.43744 0.23027 -4.70715
H -1.84004 -1.74043 -5.11665
H -1.96754 -3.55193 -3.44365
H -0.56324 -3.47123 -1.42915
H 1.70976 -3.76503 -2.10875
H 2.70336 -5.75203 -1.10205
H 3.55976 -5.66123 1.22645
H 3.68836 -3.54463 2.38705
H 3.88566 0.65177 1.27805
H 2.36596 0.52507 0.37025
H 3.83136 -0.30183 -0.20665
H 4.47366 -1.32863 2.92295
H 2.86636 -1.88003 3.44865
H 3.19156 -0.15883 3.24225
Cl 0.01776 1.16447 6.86895
C 0.15276 1.42047 5.18495
C 0.34236 2.70377 4.70065
C 0.45956 2.93957 3.34225
I 0.75946 4.86277 2.56385
C 0.38926 1.89507 2.38805
O 0.53896 2.11497 1.14915
C 0.13266 0.56527 2.89675
N -0.03024 -0.40843 1.97925
C -0.25364 -1.64183 2.37905
C -0.28384 -1.99903 3.72935
C -0.14284 -1.02173 4.68745
C 0.04656 0.31547 4.28845
H 0.41366 3.52807 5.39485
H -0.40314 -2.38003 1.60355
H -0.42574 -3.03103 4.00375
H -0.17584 -1.26353 5.73935
C -3.60724 -0.06873 -2.31705
C -2.98964 1.32307 -2.22385
P -1.99664 1.54097 -0.68115
C -3.25144 1.16677 0.62685
C -4.52824 2.00047 0.56695
C -1.69354 3.36597 -0.48475
C -2.36844 4.33277 -1.44785
H -3.99204 -0.23233 -3.31975
H -4.43494 -0.18563 -1.62165
H -2.86674 -0.83923 -2.10495
H -3.76924 2.08637 -2.23265
H -2.34854 1.49867 -3.08925
H -2.76134 1.31277 1.59315
H -3.49964 0.10627 0.54015
H -4.33294 3.05587 0.73245
H -5.20404 1.65757 1.34665
H -5.04224 1.88987 -0.38245
H -0.61334 3.51787 -0.53515
H -1.99824 3.59657 0.53955
H -2.05584 4.16757 -2.47405
H -2.06774 5.34117 -1.17135
H -3.45144 4.28517 -1.39615

Values from the calculation:
2S+1	2
energy relative to the best compared isomer or geometry (same formula, charge and spin)	249.6	kJ/mol
gap between HOMO and LUMO (alpha / beta)	4.906 / 4.926	eV
⟨S²⟩	0.890
charge	+2

Mulliken atomic charges, in units of e: Ir 1.814; C -1.317; N 0.140; C -1.161; C 0.835; C -0.428; C -0.887; C -1.047; C -0.749; C 0.415; N 1.007; C 0.034; C -1.045; C -0.896; C -0.863; C -0.740; C 0.453; N 0.550; C -0.768; C -1.515; H 0.290; H 0.409; H 0.466; H 0.410; H 0.249; H 0.400; H 0.518; H 0.488; H 0.464; H 0.577; H 0.633; H 0.449; H 0.457; H 0.513; H 0.473; H -0.070; H 0.372; H 0.369; H 0.514; H 0.466; Cl -0.229; C 0.637; C -0.319; C -0.232; I 0.065; C 0.519; O -0.958; C -0.211; N 0.373; C -0.606; C -1.212; C -0.833; C -0.192; H 0.511; H 0.585; H 0.537; H 0.494; C -1.528; C -0.645; P 0.729; C -0.644; C -1.276; C -0.576; C -1.543; H 0.419; H 0.356; H 0.279; H 0.648; H 0.550; H 0.388; H 0.523; H 0.309; H 0.429; H 0.327; H 0.420; H 0.494; H 0.335; H 0.446; H 0.355


Here is a molecular structure, C25H29InN3P2 in a non-equilibrium geometry from the OMol25 dataset. Energies are from ωB97M-V/def2-TZVPD.

Element x y z (Å)
C -1.79972 2.81347 -3.23416
C -1.50966 1.48403 -2.90669
C -0.16221 1.05310 -3.19469
C 0.88928 2.04453 -2.89234
C 0.52399 3.40954 -3.07587
C -0.76337 3.76506 -3.38188
C 2.13841 1.62680 -2.55260
C 2.42482 0.31133 -2.68941
C 1.35689 -0.65241 -3.01097
C 1.54234 -1.99546 -2.52736
C 2.85872 -2.47528 -2.55169
C 3.95751 -1.58853 -2.65509
C 3.74018 -0.22998 -2.59955
H -2.84317 3.11788 -3.30374
H 1.33541 4.15309 -3.09646
H -1.02617 4.78781 -3.69862
H 2.77952 2.26830 -1.97081
H 3.02019 -3.54849 -2.44785
H 4.97399 -2.00960 -2.74023
H 4.58294 0.47685 -2.58382
N 0.16668 -0.22529 -3.55420
In 0.83123 0.85388 1.22894
C -2.41025 0.62036 -2.02391
H -2.27357 -0.41889 -2.35518
H -3.45033 0.95689 -2.12331
C 0.40470 -2.69527 -1.78579
H -0.51417 -2.49120 -2.34657
H 0.62774 -3.76731 -1.72321
P -1.80562 0.77885 -0.25182
P 0.25931 -1.92753 -0.09080
C 1.56688 -2.92520 0.78158
H 1.47186 -2.77863 1.86974
H 1.44982 -4.00092 0.54091
H 2.55906 -2.56520 0.44636
C -1.21498 -2.95913 0.45191
H -0.91821 -4.03343 0.50707
H -1.57599 -2.60884 1.44317
H -2.02443 -2.84749 -0.30505
C -2.37893 2.48079 0.13142
H -3.38567 2.65029 -0.25815
H -2.39165 2.62899 1.21895
H -1.68622 3.20068 -0.34418
C -3.25812 -0.11604 0.57893
H -3.11131 -0.07208 1.69110
H -4.20419 0.39477 0.29522
H -3.29121 -1.18694 0.23742
H 1.26216 1.17411 -0.10615
H 2.56136 1.60271 1.25583
N -0.39564 -0.28873 8.57434
C -0.31407 -0.14634 7.40290
C -0.19956 0.02763 5.98177
C -0.97043 -0.71216 5.08583
C -0.81545 -0.54155 3.71456
N 0.07817 0.33830 3.21013
C 0.82472 1.06587 4.07583
C 0.72091 0.95127 5.46443
H -1.69571 -1.43180 5.45957
H -1.41535 -1.12457 3.00430
H 1.54472 1.75850 3.62296
H 1.35183 1.56859 6.10696

Values from the calculation:
2S+1	1
gap between HOMO and LUMO (alpha / beta)	5.324 / 5.325	eV
charge	+1

Mulliken atomic charges, in units of e: C -0.502; C 0.015; C 0.107; C 1.125; C -0.886; C -0.573; C -0.568; C 1.037; C 0.126; C -0.068; C -0.427; C -0.599; C -0.859; H 0.439; H 0.455; H 0.387; H 0.381; H 0.427; H 0.388; H 0.450; N -0.693; In 0.373; C -1.239; H 0.388; H 0.674; C -1.343; H 0.466; H 0.654; P 0.674; P 0.627; C -1.306; H 0.403; H 0.401; H 0.365; C -1.295; H 0.455; H 0.290; H 0.369; C -1.370; H 0.386; H 0.447; H 0.332; C -1.199; H 0.228; H 0.484; H 0.276; H 0.235; H -0.155; N -0.378; C -0.254; C 0.753; C -0.802; C 0.261; N -0.018; C -0.203; C -0.742; H 0.497; H 0.210; H 0.413; H 0.483


Here is a molecular structure, C8H12FNO in a non-equilibrium geometry from the OMol25 dataset. Energies are from ωB97M-V/def2-TZVPD.

Element x y z (Å)
C 0.86633 0.13544 1.52753
C 1.36585 -0.76302 0.63590
C -1.11054 0.83297 0.24083
C -0.31019 0.83675 1.37620
C 0.53367 -1.27986 -0.40742
C -1.02735 -0.18957 -0.77137
C -0.70717 1.81762 2.40761
C 1.75594 -0.65472 -2.18714
N -2.03578 -1.11296 -0.75072
O 1.02845 -1.69658 -1.58548
F -0.96474 0.31684 -2.20583
H 1.47827 0.27632 2.45502
H 2.42958 -1.00558 0.34874
H -1.45723 1.79816 -0.06476
H -0.16487 -2.09622 -0.00529
H -1.05911 2.86032 2.13769
H 0.05763 1.96052 3.22398
H -1.58447 1.37744 2.93522
H 2.59207 -0.26809 -1.58378
H 1.05388 0.12555 -2.26552
H 2.16317 -0.90498 -3.23511
H -1.99873 -1.85339 -1.36831
H -2.90468 -0.51296 -0.85800

Values from the calculation:
2S+1	1
energy relative to the best compared isomer or geometry (same formula, charge and spin)	79.6	kJ/mol
gap between HOMO and LUMO	8.635	eV
charge	0

Mulliken atomic charges, in units of e: C -0.476; C -0.744; C -0.943; C 1.084; C -0.263; C 1.169; C -1.412; C -0.696; N -0.675; O -0.427; F -0.441; H 0.224; H 0.385; H 0.353; H 0.571; H 0.310; H 0.325; H 0.302; H 0.291; H 0.294; H 0.252; H 0.230; H 0.286


Here is 3 unconnected molecules or ions with the total composition C2H9NO2 in a non-equilibrium geometry from the OMol25 dataset. Energies are from ωB97M-V/def2-TZVPD.

Element x y z (Å)
C -1.37796 -0.54681 -1.67483
N -1.42224 -0.00320 -0.53558
C -1.69107 1.45585 -0.55927
H -1.34789 -1.62707 -1.79062
H -1.19306 -0.14736 -2.69726
H -1.51517 1.95721 0.39871
H -2.83788 1.55422 -0.82110
H -1.09030 2.01987 -1.31475
O 3.93736 -1.45462 1.68423
H 3.02584 -1.15636 1.59386
H 3.84542 -2.36541 2.01126
O 0.63564 -0.24639 1.43073
H 1.23050 0.49693 1.22851
H -0.19918 0.06312 1.04613

Values from the calculation:
2S+1	1
energy relative to the best compared isomer or geometry (same formula, charge and spin)	102.4	kJ/mol
gap between HOMO and LUMO	11.027	eV
charge	0
SMILES string	C=NC.O.O

Mulliken atomic charges, in units of e: C -0.200; N -0.439; C -0.729; H 0.256; H 0.225; H 0.277; H 0.279; H 0.312; O -0.647; H 0.334; H 0.315; O -0.646; H 0.323; H 0.340